Entry 1:
Entry from OMol25: a cluster of 2 separate species, C14H16O in total at a distorted geometry (ωB97M-V with the def2-TZVPD basis set).

Structure (XYZ):
```
31
Properties=species:S:1:pos:R:3:forces:R:3:nbo_charge:R:1
C 1.7144 -3.1944 2.2697 -0.91 -0.64 -0.01 -0.63
C 0.6352 -2.9015 1.2501 1.26 2.21 -0.59 -0.03
C 0.6254 -1.5818 0.6671 -0.79 -1.49 1.18 -0.19
C -0.4691 -1.1184 -0.0153 -0.65 -0.26 -0.25 -0.28
C -1.5814 -1.9739 -0.1152 0.16 1.15 0.10 0.37
O -2.7709 -1.3868 -0.4416 -0.14 0.06 -0.59 -0.69
C -1.4557 -3.2928 0.1779 0.20 -1.62 -0.28 -0.33
C -0.2945 -3.7851 0.7845 -0.39 -0.50 0.34 -0.20
H 2.3186 -2.3187 2.4727 0.48 -0.06 -0.41 0.22
H 2.2499 -4.0850 1.9488 0.59 0.14 0.20 0.22
H 1.2781 -3.4253 3.2509 -0.16 -0.13 -0.25 0.22
H 1.4393 -0.9470 0.9212 0.57 0.59 -0.09 0.21
H -0.5402 -0.1375 -0.4878 0.18 -0.73 0.86 0.23
H -3.4460 -2.0567 -0.5956 0.08 -0.03 0.04 0.48
H -2.2172 -4.0166 -0.1021 -0.16 0.22 0.11 0.21
H -0.1567 -4.8596 0.9452 -0.33 0.36 0.19 0.21
C -1.9064 3.1274 -0.3244 -0.44 -0.59 -0.28 -0.64
C -0.5100 2.8859 -0.8174 0.06 0.63 1.27 -0.01
C -0.0996 1.7007 -1.4038 -0.90 -0.71 -1.07 -0.24
C 1.2291 1.4130 -1.7230 -0.29 2.01 0.56 -0.19
C 2.1864 2.3015 -1.1872 -0.54 -1.30 -0.67 -0.23
C 1.7705 3.4872 -0.6475 -0.20 2.29 0.67 -0.21
C 0.4262 3.8685 -0.5476 0.95 -1.58 -0.17 -0.20
H -2.3454 3.9105 -0.9515 -0.51 -0.41 0.10 0.22
H -2.0173 3.4364 0.7157 0.68 0.35 0.01 0.22
H -2.4363 2.1707 -0.3013 -0.43 0.26 -0.68 0.22
H -0.9182 0.9869 -1.6290 0.68 0.69 -0.39 0.21
H 1.5223 0.7401 -2.5055 -0.01 -0.98 0.41 0.22
H 3.2031 1.9559 -1.1944 0.50 0.48 -0.22 0.21
H 2.4302 4.2845 -0.2897 0.44 -0.72 -0.15 0.21
H 0.1366 4.8119 -0.1239 0.01 0.27 0.07 0.21
```
Forces are in eV/Å.

Values from the calculation:
Charge: 0
HOMO level in hartree: -0.300
Gap between HOMO and LUMO in eV: 9.002
SMILES string: Cc1ccc(O)cc1.Cc1ccccc1
LUMO energy in Eh: 0.03129
2S+1: 1

=====

Entry 2:
Entry from OMol25: the molecule C3H4N2 at a distorted geometry (ωB97M-V with the def2-TZVPD basis set).

Structure (XYZ):
```
9
Properties=species:S:1:pos:R:3:forces:R:3:nbo_charge:R:1
N -2.4815 -0.6757 -0.1585 3.91 3.82 2.46 -0.34
C -1.6457 0.1415 0.1686 -2.01 -2.02 -3.92 0.23
C -0.4569 1.0818 -0.1239 1.23 -4.88 1.85 -0.44
C 0.7867 0.4007 -0.0655 -1.86 -0.32 -0.54 0.09
N 0.8800 -0.9882 -0.1224 0.92 -0.20 1.66 -0.80
H -0.6086 2.0999 -0.0067 -0.04 1.62 0.01 0.24
H 1.8008 0.7858 -0.1034 -0.47 0.99 -0.04 0.21
H 1.7784 -1.4358 0.3515 -2.99 1.28 -1.41 0.41
H -0.0532 -1.4099 0.0602 1.30 -0.29 -0.06 0.41
```
Forces are in eV/Å.

Values from the calculation:
Charge: 0
HOMO level in hartree: -0.327
Gap between HOMO and LUMO in eV: 9.492
SMILES string: N#C/C=C\N
LUMO energy in Eh: 0.02226
2S+1: 1

=====

Entry 3:
Entry from OMol25: a structure of composition C22H21IN2OPdS (ωB97M-V with the def2-TZVPD basis set).

Structure (XYZ):
```
49
Properties=species:S:1:pos:R:3:forces:R:3:nbo_charge:R:1
Pd -0.2623 -1.6802 -0.5982 -0.29 -0.21 0.21 0.87
I -0.9807 -3.8914 -1.8801 0.04 0.11 0.19 0.49
C 0.9256 -4.0712 -2.6583 -0.03 -0.09 -0.03 -0.18
C 1.3068 -5.1332 -3.4307 0.10 0.01 -0.05 -0.17
C 2.6220 -5.1564 -3.9346 -0.07 0.00 0.03 -0.18
C 3.4877 -4.1324 -3.6574 0.03 0.02 0.00 -0.11
C 3.0923 -3.0268 -2.8678 0.01 -0.01 0.00 -0.08
C 3.9657 -1.9523 -2.5820 0.01 -0.04 -0.03 -0.07
C 3.5655 -0.8756 -1.8312 -0.08 0.08 0.04 -0.20
C 2.2535 -0.8130 -1.3273 0.25 -0.01 -0.08 -0.20
C 1.4388 -1.8948 -1.5363 -0.20 0.02 0.06 0.00
C 1.7708 -3.0065 -2.3455 0.25 0.09 -0.03 -0.07
H 0.6243 -5.9414 -3.6577 0.00 0.00 0.00 0.26
H 2.9398 -5.9920 -4.5421 -0.01 0.00 0.00 0.26
H 4.5003 -4.1580 -4.0395 0.00 0.00 0.00 0.25
H 4.9687 -1.9783 -2.9895 0.00 -0.01 0.01 0.25
H 4.2408 -0.0540 -1.6367 0.00 -0.01 0.00 0.26
H 1.9213 0.0621 -0.7852 0.00 0.01 -0.01 0.26
C 0.9338 -0.1342 4.5802 0.02 0.02 -0.03 -0.62
C -0.5257 -0.4505 4.2819 0.00 0.03 -0.03 -0.23
N -1.1258 0.4219 3.2520 0.03 0.09 0.04 -0.32
C -1.9355 1.5767 3.7200 0.03 0.02 0.02 -0.21
C -1.0888 2.8154 3.9667 0.01 -0.02 0.00 -0.62
C -0.9026 0.2669 1.9683 0.14 -0.09 -0.08 0.37
S 0.1121 -1.1301 1.5514 -0.08 -0.15 -0.22 0.10
N -1.3889 1.1654 1.1161 -0.02 0.01 0.09 -0.59
C -1.4702 1.0509 -0.1773 0.08 0.00 -0.16 0.66
O -1.1734 -0.0014 -0.8976 -0.16 0.22 0.01 -0.65
C -1.9908 2.1790 -0.9619 0.04 -0.03 -0.01 -0.11
C -2.3366 3.3658 -0.3087 -0.02 0.01 0.00 -0.16
C -2.8193 4.4336 -1.0402 0.00 0.01 0.01 -0.21
C -2.9679 4.3221 -2.4174 0.00 0.01 0.00 -0.13
C -2.6298 3.1429 -3.0708 0.00 0.00 0.00 -0.21
C -2.1397 2.0720 -2.3490 0.02 0.00 0.03 -0.17
H 1.2843 -0.7932 5.3735 -0.01 0.00 0.00 0.25
H 1.0554 0.8946 4.9133 0.00 -0.01 0.02 0.23
H 1.5810 -0.2889 3.7152 -0.02 0.00 0.00 0.21
H -1.1282 -0.3172 5.1766 -0.02 -0.04 0.00 0.24
H -0.6519 -1.4880 3.9639 -0.01 -0.02 0.01 0.22
H -2.4244 1.2437 4.6332 -0.02 0.00 0.00 0.22
H -2.7022 1.7682 2.9768 0.00 -0.01 -0.01 0.24
H -0.4090 2.6824 4.8070 0.00 0.00 -0.01 0.22
H -1.7439 3.6532 4.2020 0.00 0.00 0.01 0.25
H -0.5082 3.0730 3.0807 -0.02 0.01 -0.01 0.22
H -2.2227 3.4407 0.7631 0.00 0.00 0.00 0.23
H -3.0840 5.3541 -0.5387 0.00 0.00 0.00 0.24
H -3.3513 5.1596 -2.9850 0.00 0.00 0.00 0.24
H -2.7504 3.0633 -4.1422 0.00 0.00 0.00 0.24
H -1.8762 1.1536 -2.8530 0.00 0.00 -0.01 0.23
```
Forces are in eV/Å.

Values from the calculation:
Charge: +2
HOMO level (spin up / spin down) in hartree: -0.530 / -0.530
Gap between HOMO and LUMO (spin up / spin down) in eV: 4.799 / 4.800
LUMO energy (spin up / spin down) in Eh: -0.35406 / -0.35401
2S+1: 1

=====

Entry 4:
Entry from OMol25: the molecule C3H8Cl2NOP at a distorted geometry (ωB97M-V with the def2-TZVPD basis set).

Structure (XYZ):
```
16
Properties=species:S:1:pos:R:3:forces:R:3:nbo_charge:R:1
C -0.0189 -0.6724 2.7928 4.51 0.19 -1.92 -0.44
N -0.4533 -0.8642 1.3977 -0.12 -0.06 -1.72 -0.95
P -0.2288 0.4132 0.3100 5.74 2.18 2.75 1.63
O 1.2964 1.5962 1.0444 -4.89 -3.82 -2.78 -0.89
Cl -1.8866 1.3824 0.3232 -1.90 1.61 0.36 -0.21
C -0.3290 -0.1816 -1.4526 1.03 0.64 0.37 -0.76
C 0.4166 0.7228 -2.4129 1.54 0.55 -0.90 -0.35
Cl 0.5692 -0.0510 -4.0629 -0.23 -0.10 0.49 -0.09
H 0.6868 0.2385 2.6891 -1.04 -1.18 0.95 0.27
H -0.7698 -0.5512 3.4883 -1.84 0.31 1.14 0.20
H 0.6369 -1.5559 3.0737 -0.88 1.06 -0.20 0.20
H -0.0809 -1.6900 0.9339 -0.23 -0.12 0.48 0.40
H 0.0808 -1.1466 -1.6166 0.53 -1.11 0.38 0.26
H -1.3652 -0.2442 -1.6939 -0.80 0.06 -0.13 0.26
H 1.4840 0.9327 -2.1473 -1.11 -0.31 0.23 0.25
H -0.0383 1.6713 -2.6668 -0.32 0.10 0.49 0.23
```
Forces are in eV/Å.

Values from the calculation:
Charge: 0
HOMO level in hartree: -0.341
Gap between HOMO and LUMO in eV: 9.416
SMILES string: CN[P@](=O)(Cl)CCCl
LUMO energy in Eh: 0.00536
2S+1: 1

=====

Entry 5:
Entry from OMol25: a cluster of 2 separate species, C3H14N6O in total at a distorted geometry (ωB97M-V with the def2-TZVPD basis set).

Structure (XYZ):
```
24
Properties=species:S:1:pos:R:3:forces:R:3:nbo_charge:R:1
C 0.6135 1.1906 -0.5132 0.67 3.46 -0.01 0.69
C -2.3378 -0.2032 1.7818 -0.37 -0.32 3.66 -0.48
C 0.4763 -2.4507 -1.2220 0.86 3.74 -0.56 -0.46
N 1.5411 2.3438 -0.5816 -0.86 -0.79 -0.55 -0.50
N -0.4977 1.0574 -1.0694 0.22 -0.04 -0.66 -0.75
N -2.1747 -1.0756 0.7002 -7.06 -2.98 -0.58 -0.09
N -0.8841 -2.1481 -0.7204 -2.32 -4.33 -3.38 -0.09
N 2.6647 2.2885 0.2890 2.20 -0.29 1.30 -0.56
N -1.0419 -1.2628 0.1854 6.81 3.37 2.31 -0.27
O 1.0477 0.4803 0.5178 0.07 -0.61 0.10 -0.74
H -1.3869 -0.2385 2.3818 -0.77 0.33 -0.68 0.25
H -2.5224 0.7658 1.3783 0.01 1.19 -0.22 0.27
H -3.1893 -0.3975 2.5911 1.48 -0.19 -2.31 0.30
H 0.6871 -3.4786 -1.3931 -0.26 -0.89 0.01 0.28
H 0.6142 -1.8553 -2.2390 -0.54 -1.26 1.71 0.28
H 1.2847 -1.9308 -0.5499 -1.89 -1.28 -0.88 0.26
H 1.6024 2.9074 -1.4436 0.32 -0.45 0.87 0.44
H -0.8465 1.6900 -1.7986 0.73 -0.09 0.49 0.41
H -2.9778 -1.6613 0.2689 0.92 1.39 1.21 0.40
H -1.8379 -2.6164 -1.0594 2.86 0.60 0.17 0.41
H 2.4744 1.4692 0.9876 0.39 0.93 -1.83 0.49
H 2.7089 3.0819 1.0207 -0.05 -0.65 -1.89 0.46
H 3.6765 2.1576 -0.2076 -2.87 0.36 1.40 0.47
H 0.3054 -0.1139 0.6952 -0.55 -1.21 0.32 0.53
```
Forces are in eV/Å.

Values from the calculation:
Charge: +2
HOMO level (spin up / spin down) in hartree: -0.532 / -0.641
Gap between HOMO and LUMO (spin up / spin down) in eV: 8.175 / 6.692
LUMO energy (spin up / spin down) in Eh: -0.23179 / -0.39520
2S+1: 3

=====

Entry 6:
Entry from OMol25: a structure of composition C3H7N at a distorted geometry (ωB97M-V with the def2-TZVPD basis set).

Structure (XYZ):
```
11
Properties=species:S:1:pos:R:3:forces:R:3:nbo_charge:R:1
C -0.1242 0.1665 1.4040 -1.32 -0.48 -0.56 -0.57
C -0.1009 0.0889 -0.0423 2.83 2.47 -2.47 0.24
C 0.6422 -1.0717 -0.6786 -1.28 -0.75 0.42 -0.66
N -0.5079 1.0084 -0.8624 0.76 -0.76 -1.04 -0.81
H 0.7119 -0.1621 2.0194 -0.47 -0.94 -0.19 0.24
H -0.9354 -0.5604 0.8484 -0.03 -0.64 3.10 0.30
H -0.7681 0.9007 1.8768 0.28 0.43 -0.37 0.23
H 0.6547 -1.9477 -0.0286 0.43 -0.11 0.02 0.20
H 0.0153 1.8689 -0.7393 -1.29 0.70 1.05 0.36
H 1.6347 -0.7182 -0.9441 0.07 -0.04 0.16 0.24
H 0.1323 -1.3549 -1.5968 0.01 0.12 -0.11 0.24
```
Forces are in eV/Å.

Values from the calculation:
Charge: 0
HOMO level in hartree: -0.298
Gap between HOMO and LUMO in eV: 8.862
LUMO energy in Eh: 0.02809
2S+1: 1